{"formula": "C3H6N2P", "method": "ωB97M-V with the def2-TZVPD basis set", "e_lumo_ev": [-6.791, -6.790], "charge": 1, "homo_lumo_gap_ev": [7.53, 7.53], "total_energy_ha": -568.2421, "e_above_lowest_ev": 4.921, "elements": ["C", "C", "C", "N", "N", "P", "H", "H", "H", "H", "H", "H"], "positions_angstrom": [[1.61790, -0.18661, 0.21777], [2.86007, -0.18590, 0.47470], [-1.74492, -0.98471, -0.16815], [0.37686, -0.34426, 0.12119], [-0.68181, -0.11963, -0.43365], [4.20680, 0.75727, 0.26076], [-2.47754, 1.70054, -0.74096], [-2.21048, -0.96777, -1.10701], [-1.24653, -2.02342, 0.05835], [-2.56848, -0.67502, 0.56733], [-1.72239, 1.36100, -0.57830], [3.59052, 1.66850, 1.32798]], "forces_ev_per_angstrom": [[-1.7, -0.8, 0.3], [-0.3, 1.0, -0.6], [-0.5, -3.1, 1.9], [1.4, 0.0, -0.3], [2.5, 1.1, 0.6], [-0.6, 0.7, 1.5], [2.2, -0.8, 0.5], [-1.2, -0.5, -1.4], [-1.6, 1.7, -0.1], [1.7, -0.2, -0.7], [-2.8, 1.7, -0.7], [1.1, -0.9, -1.1]]}

=====

{"formula": "C3H6N2P", "method": "ωB97M-V with the def2-TZVPD basis set", "e_lumo_ev": [-6.369, -6.369], "charge": 1, "homo_lumo_gap_ev": [7.86, 7.86], "total_energy_ha": -568.2940, "e_above_lowest_ev": 3.508, "elements": ["C", "C", "C", "N", "N", "P", "H", "H", "H", "H", "H", "H"], "positions_angstrom": [[-1.19856, -0.29950, -0.07887], [-2.45264, -0.24569, 0.09316], [2.31299, -0.63750, 0.14856], [0.00947, -0.42633, -0.09855], [1.11494, -0.40945, -0.54563], [-4.03192, 0.16915, 0.30776], [0.30707, 2.73041, -0.68558], [2.20599, -0.71376, 1.23561], [2.76485, -1.55407, -0.24665], [3.00133, 0.17225, -0.11976], [0.51666, 2.32997, -0.04999], [-4.55018, -1.11547, 0.03993]], "forces_ev_per_angstrom": [[-0.2, -0.1, 0.1], [-1.0, 0.3, 0.1], [1.1, -0.3, 1.4], [0.7, -0.1, 0.3], [-0.9, 0.3, -1.6], [0.5, 0.1, 0.0], [0.3, -0.7, 1.0], [-0.1, 0.0, -0.2], [-0.1, 0.1, -0.1], [-0.2, -0.1, 0.0], [-0.3, 0.7, -1.0], [0.1, -0.2, 0.0]]}

=====

{"formula": "C3H6N2S", "method": "ωB97M-V with the def2-TZVPD basis set", "e_lumo_ev": 0.580, "homo_lumo_gap_ev": 10.02, "total_energy_ha": -625.5604, "e_above_lowest_ev": 1.675, "elements": ["C", "C", "C", "N", "N", "S", "H", "H", "H", "H", "H", "H"], "positions_angstrom": [[-1.24013, 0.80114, 0.08729], [1.08260, 0.49105, -0.91051], [-0.06793, 0.00902, -0.03099], [-2.21926, 1.38234, 0.12390], [0.42376, -0.16009, 1.36076], [-0.83080, -1.59389, -0.69798], [1.13306, -0.28580, -1.81707], [1.94058, 0.24858, -0.37234], [1.02478, 1.51549, -1.21287], [-0.20191, -0.20232, 2.13314], [0.99514, -1.00363, 1.43613], [-2.03989, -1.20189, -0.09946]], "forces_ev_per_angstrom": [[0.0, 1.2, -0.6], [-1.3, -3.0, -2.5], [0.4, -1.6, 2.0], [-1.0, 0.7, 0.2], [1.6, -0.3, -0.9], [-1.1, 0.8, 0.6], [-0.2, 2.2, 1.5], [1.6, 0.2, 0.9], [0.0, 0.4, -0.2], [-1.2, 0.2, 0.0], [-0.1, 0.4, -0.2], [1.1, -1.1, -0.7]]}

=====

{"formula": "C3H6N2S", "method": "ωB97M-V with the def2-TZVPD basis set", "e_lumo_ev": 0.938, "homo_lumo_gap_ev": 9.49, "total_energy_ha": -625.4873, "e_above_lowest_ev": 3.663, "elements": ["C", "C", "C", "H", "H", "H", "H", "H", "H", "N", "N", "S"], "positions_angstrom": [[0.88499, 0.84007, -0.15105], [-1.06749, -0.50577, -0.63147], [-1.27119, 0.06678, 0.75807], [1.63906, -1.25904, 0.00019], [0.26726, 1.68977, -0.27762], [-1.32630, -1.59988, -0.84968], [-1.34519, 0.11412, -1.53926], [-1.57308, -0.54407, 1.68014], [-1.31982, 1.15449, 0.83187], [2.14136, 0.93748, -0.11346], [0.05650, -0.40668, 0.14432], [2.91391, -0.48728, 0.14795]], "forces_ev_per_angstrom": [[-0.8, -1.3, 0.7], [-3.7, -1.7, -1.9], [1.0, -1.7, 0.3], [2.4, 0.7, 0.6], [-0.5, 1.1, -0.4], [0.0, 1.6, 0.4], [0.8, -0.3, 1.2], [0.3, 1.0, -1.8], [-0.3, -0.4, 0.0], [-1.4, 0.4, -0.1], [2.6, 3.2, 1.2], [-0.5, -2.6, -0.2]]}